Below is a single C4H8O2 molecule in a non-equilibrium geometry, with properties calculated with the ωB97M-V functional and the def2-TZVPD basis.

Results
* total charge: 0
* ΔE to the lowest compared entry with this formula, charge and spin: 330.57 kJ/mol
* HOMO energy: -0.3490 Ha
* LUMO level: 1.02 eV
* calculated total energy: -8369.8556 eV
* SMILES: C1COCCO1

Last column: natural (NBO) charge in e.
Positions of all 14 atoms, in Å:
C1 -0.830 -1.052 0.031  -0.06
C2 -1.347 0.369 -0.108  -0.17
O1 -0.369 1.334 -0.428  -0.52
C3 0.855 1.131 0.251  -0.10
C4 1.348 -0.294 0.040  -0.10
O2 0.425 -1.248 0.540  -0.51
H1 -1.581 -1.648 0.563  0.21
H2 -0.848 -1.444 -1.175  0.10
H3 -1.643 -0.163 -1.049  0.23
H4 -2.112 0.772 0.593  0.19
H5 0.748 1.340 1.326  0.17
H6 1.574 1.842 -0.174  0.20
H7 2.268 -0.486 0.595  0.20
H8 1.520 -0.466 -1.036  0.17

Below is C5H19Be2BrCsMg2N2O9PS as an isolated structure in a non-equilibrium geometry, with properties calculated with the ωB97M-V functional and the def2-TZVPD basis.

Results
* total charge: +2
* HOMO energy: -0.4598 Ha
* LUMO level: -10.08 eV
* calculated total energy: -129258.5064 eV

Last column: Löwdin charge in e.
Positions of all 43 atoms, in Å:
C1 1.310 0.209 2.264  -0.20
C2 0.252 -1.051 1.966  -0.39
P1 -0.761 -0.557 0.425  0.40
N1 -0.746 -2.264 -0.090  -0.18
C3 -2.458 -0.878 1.307  -0.40
N2 -2.876 0.285 2.182  -0.67
C4 -3.402 1.461 1.388  -0.50
H1 0.736 1.072 2.825  0.09
H2 1.727 0.586 1.235  0.00
H3 2.209 -0.226 2.882  0.14
H4 -0.391 -1.304 2.915  -0.02
H5 0.910 -1.994 1.654  0.14
H6 -1.525 -0.113 -0.727  0.03
H7 0.479 -0.346 -0.310  -0.13
H8 -0.738 0.813 0.870  -0.02
H9 0.006 -2.407 -0.821  0.02
H10 -1.680 -2.526 -0.510  0.08
H11 -2.362 -1.818 2.036  0.10
H12 -3.247 -1.192 0.494  0.10
H13 -3.514 0.002 2.959  -0.26
H14 -4.570 1.483 1.258  -0.21
H15 -3.131 2.434 2.024  0.09
H16 -2.833 1.563 0.346  -0.09
Mg1 2.130 -0.308 -0.271  1.17
Br1 -2.370 -0.445 4.329  0.46
Cs1 -5.370 0.203 2.109  1.48
O1 0.269 -3.083 -3.443  -0.14
H17 -0.009 -3.142 -2.547  -0.14
O2 4.820 0.900 -5.460  -0.06
S1 4.630 0.788 -4.002  0.30
O3 3.287 1.276 -3.642  -0.21
O4 5.649 1.598 -3.310  -0.11
O5 4.765 -0.623 -3.596  -0.17
Mg2 -0.170 -0.194 3.962  0.57
Be1 -2.270 3.106 -0.132  0.65
O6 4.583 -3.523 -1.652  -0.07
H18 5.210 -3.663 -0.926  0.04
H19 4.998 -2.833 -2.190  0.02
C5 -0.194 3.791 -3.313  -0.93
O7 -0.771 3.657 -2.246  0.05
O8 0.172 2.865 -4.046  0.32
O9 0.114 4.873 -3.826  0.36
Be2 -2.870 1.525 5.628  0.28

Below is a single CH7N2OPSi molecule in a non-equilibrium geometry, with properties calculated with the ωB97M-V functional and the def2-TZVPD basis.

Results
* total charge: 0
* ΔE to the lowest compared entry with this formula, charge and spin: 48.78 kJ/mol
* HOMO energy: -0.3465 Ha
* LUMO level: 0.57 eV
* calculated total energy: -23344.1465 eV
* SMILES: NC(=O)NP[SiH3]

Last column: natural (NBO) charge in e.
Positions of all 13 atoms, in Å:
C1 1.155 0.018 0.083  0.77
N1 2.493 0.115 -0.006  -0.83
N2 0.450 1.136 0.067  -0.88
O1 0.649 -1.112 0.167  -0.68
Si1 -2.056 -0.833 0.092  0.57
P1 -1.322 1.301 0.005  0.33
H1 3.157 0.813 0.180  0.39
H2 2.970 -0.734 0.059  0.40
H3 1.058 1.902 0.424  0.40
H4 -2.033 -1.571 -1.232  -0.14
H5 -1.745 -1.627 1.415  -0.11
H6 -3.455 -0.770 0.107  -0.20
H7 -1.320 1.361 -1.361  -0.03

Below is a 3-piece molecular cluster, C3H12NO4 overall in a non-equilibrium geometry, with properties calculated with the ωB97M-V functional and the def2-TZVPD basis.

Results
* total charge: +1
* ΔE to the lowest compared entry with this formula, charge and spin: 12.05 kJ/mol
* HOMO energy: -0.5404 Ha
* LUMO level: -2.94 eV
* calculated total energy: -12980.4492 eV

Last column: natural (NBO) charge in e.
Positions of all 20 atoms, in Å:
C1 1.054 -0.179 0.688  -0.20
C2 1.308 -1.160 -0.446  -0.54
C3 0.500 -0.736 -1.644  0.80
O1 1.206 -0.321 -2.671  -0.64
O2 -0.714 -0.811 -1.612  -0.63
N1 -0.390 -0.290 1.121  -0.70
H1 1.693 -0.426 1.529  0.24
H2 1.165 0.847 0.358  0.23
H3 1.117 -2.196 -0.187  0.25
H4 2.368 -1.185 -0.711  0.27
H5 0.646 -0.033 -3.408  0.52
H6 -0.661 0.181 1.990  0.46
H7 -0.566 -1.273 1.304  0.42
H8 -1.037 -0.042 0.364  0.49
H9 0.562 1.191 4.604  0.50
H10 -0.195 2.100 3.595  0.48
O3 -0.136 1.205 3.942  -0.97
H11 -2.260 1.099 -1.476  0.50
H12 -2.955 1.603 -0.204  0.49
O4 -2.087 1.412 -0.581  -0.97

Below is an isolated ion of composition C6H10N and charge +1 in a non-equilibrium geometry, with properties calculated with the ωB97M-V functional and the def2-TZVPD basis.

Results
* total charge: +1
* ΔE to the lowest compared entry with this formula, charge and spin: 188.38 kJ/mol
* HOMO energy: -0.5005 Ha
* LUMO level: -3.36 eV
* calculated total energy: -7864.3957 eV
* SMILES: C1=C[C@H]([C@H]2C[NH2+]2)C1

Last column: natural (NBO) charge in e.
Positions of all 17 atoms, in Å:
C1 -1.109 2.085 -0.864  -0.13
C2 -0.112 1.892 -0.015  -0.21
C3 -1.670 0.707 -0.771  -0.39
C4 1.605 -0.850 0.834  -0.21
C5 -0.466 0.472 0.323  -0.29
C6 0.616 -0.372 -0.108  -0.03
N1 0.657 -1.813 0.245  -0.52
H1 -1.627 2.956 -1.371  0.24
H2 0.655 2.554 0.388  0.23
H3 -2.672 0.512 -0.419  0.24
H4 -1.274 0.050 -1.579  0.20
H5 2.676 -0.819 0.493  0.27
H6 1.382 -0.564 1.824  0.25
H7 -0.838 0.221 1.289  0.23
H8 0.984 -0.263 -1.120  0.24
H9 0.939 -2.389 -0.537  0.45
H10 -0.166 -2.124 0.659  0.44

Number 1: HOMO-LUMO gap 10.5 eV. Number 2: HOMO-LUMO gap 2.4 eV. Number 3: HOMO-LUMO gap 10.0 eV. Number 4: HOMO-LUMO gap 11.8 eV. Number 5: HOMO-LUMO gap 10.3 eV.